[1]
{
  "formula": "C5H12O",
  "method": "wB97M-V/def2-TZVPD",
  "total_charge": 0,
  "de_lowest_ev": 2.627,
  "orbital_gap_ev": 8.9,
  "lumo_energy_ev": 0.8985,
  "e_homo_ev": -8.0,
  "species": ["O", "C", "C", "C", "C", "C", "H", "H", "H", "H", "H", "H", "H", "H", "H", "H", "H", "H"],
  "xyz": [[0.5678, -0.6481, -1.4591], [-0.6728, -1.4512, -1.1557], [0.7517, 0.5687, 0.3087], [-0.4786, 0.6644, 0.8110], [-1.5319, 1.6319, 0.3476], [1.8149, -0.2760, 0.9413], [-1.2995, 2.0193, -0.6506], [2.6225, -0.6172, 0.2947], [-0.6699, 0.1376, 1.7436], [-2.5328, 1.1793, 0.2994], [1.0958, 1.3104, -0.4031], [1.3337, -1.1067, -1.8718], [-1.5951, -0.8563, -0.9867], [2.2898, 0.3099, 1.7213], [-0.7967, -1.9590, -2.0891], [-0.6891, -2.1843, -0.3202], [1.4251, -1.1687, 1.4267], [-1.6168, 2.4892, 1.0288]]
}


[2]
{
  "formula": "C22H81NO18",
  "method": "wB97M-V/def2-TZVPD",
  "total_charge": 0,
  "orbital_gap_ev": 7.0,
  "lumo_energy_ev": -0.3525,
  "e_homo_ev": -7.4,
  "species": ["O", "O", "O", "O", "O", "O", "O", "O", "O", "O", "O", "O", "O", "O", "O", "O", "O", "O", "N", "C", "C", "C", "C", "C", "C", "C", "C", "C", "C", "C", "C", "C", "C", "C", "C", "C", "C", "C", "C", "C", "C", "H", "H", "H", "H", "H", "H", "H", "H", "H", "H", "H", "H", "H", "H", "H", "H", "H", "H", "H", "H", "H", "H", "H", "H", "H", "H", "H", "H", "H", "H", "H", "H", "H", "H", "H", "H", "H", "H", "H", "H", "H", "H", "H", "H", "H", "H", "H", "H", "H", "H", "H", "H", "H", "H", "H", "H", "H", "H", "H", "H", "H", "H", "H", "H", "H", "H", "H", "H", "H", "H", "H", "H", "H", "H", "H", "H", "H", "H", "H", "H", "H"],
  "xyz": [[-0.6892, 0.1572, -3.3490], [-0.5530, 1.3357, 0.6336], [-2.1224, 1.1320, -0.6111], [-2.7724, -0.7827, -0.3114], [-1.2665, -2.1491, 1.1038], [1.9444, -0.5006, 1.8443], [-2.0620, 1.4333, 3.4064], [0.3808, 4.8318, 0.0635], [-0.4075, -2.0348, -3.5349], [1.0703, -4.6280, -1.3496], [1.5584, -1.8974, -3.5596], [-0.0156, -1.0942, 2.6433], [2.3659, 1.3460, -1.1749], [-0.3246, 3.1338, 4.8916], [3.0371, 1.2556, -3.1423], [2.9873, 1.0296, 0.9174], [-2.9883, 1.3476, 1.4951], [-0.1709, -3.4752, -0.1294], [0.6082, 0.6870, -1.8315], [-2.2116, 0.1416, 3.8817], [1.4392, 3.9782, -1.8822], [-3.3612, -2.2477, -2.1191], [-0.8117, -4.6319, 0.4269], [0.3628, 0.2917, 0.5584], [0.9989, 2.2094, -3.7870], [3.2840, -3.9341, -1.2904], [2.0455, 1.3260, -4.1491], [1.9999, -2.8474, 1.4036], [0.3540, 3.9180, 3.8885], [1.0690, -1.5862, -1.0880], [-3.9026, 3.4478, 0.5444], [0.1482, -5.8046, 0.3220], [-2.9945, -0.7604, 3.0027], [0.2521, -0.3149, -0.8369], [-3.3828, 2.6475, 1.7947], [0.9846, 3.6442, -0.3718], [-0.6081, 1.9767, 1.9148], [1.9008, -3.4914, -1.4718], [-2.2395, -1.6278, -1.3066], [2.7320, -1.5106, 1.3849], [-0.3626, 4.2801, 2.6295], [1.1001, -5.4568, 0.7231], [2.6265, 1.3141, -2.0954], [2.0219, 4.8948, -1.7907], [-2.9782, -1.7440, 3.4721], [-0.8065, -0.4832, -1.0344], [-4.0228, -1.4882, -2.5356], [-2.7720, 0.9505, 2.3420], [2.5136, -3.6566, 0.8846], [-0.8146, 3.3687, 2.2382], [1.8317, -3.1825, -2.5148], [-0.9479, -4.3911, 1.4812], [3.6258, -1.6058, 2.0015], [1.3350, 0.7824, 0.6051], [-0.7399, -1.1473, -3.6696], [0.3388, -4.3052, -0.8183], [0.6601, 3.9147, -2.6418], [4.0309, -3.1591, -1.4625], [0.1533, 4.6899, 0.9853], [1.6121, 0.3288, -4.2257], [-1.2791, 1.8706, 3.7491], [-1.2887, 0.9578, -0.1744], [-0.8185, 3.8141, 5.3553], [-2.6114, 1.6704, 0.0112], [3.5129, -4.8239, -1.8769], [-2.5735, 0.1329, -0.5205], [0.3288, 2.0866, 2.4610], [0.5596, -2.3733, -0.5320], [-1.3872, -0.3954, 4.3509], [-2.6280, 3.1035, 2.4353], [-2.8293, -2.8201, -2.8790], [-3.2226, 3.3393, -0.3006], [-2.9345, 0.3241, 4.6768], [0.2490, 2.2117, -4.5780], [-1.6401, -1.6415, 0.3833], [-1.7151, -0.8473, -1.8580], [2.2363, -1.5332, -4.1289], [2.4583, 0.7606, 0.1663], [1.2833, 3.3959, 3.6603], [-1.4020, 0.7143, -3.0365], [-3.9260, 4.5084, 0.7946], [2.0915, -1.4165, -0.7507], [0.6975, -0.8149, 2.0691], [0.1888, -0.3333, 1.4343], [-0.1407, -0.3604, 3.2450], [-1.0762, -1.5001, 1.7812], [-1.4124, 1.5514, 2.5151], [1.6998, -2.7176, -0.7308], [0.2533, 2.8392, -0.2983], [2.4789, 0.2959, 1.8828], [0.6683, 4.8512, 4.3559], [0.5244, 1.8972, -2.8567], [1.2956, 3.2470, -3.6338], [-0.7342, -2.8072, 0.2683], [-4.8978, 3.1915, 0.1811], [0.3339, 4.6541, 1.8791], [3.6793, 0.6171, -3.4610], [3.7247, 1.5043, 0.5338], [2.9312, -1.3785, 0.3215], [2.6661, 2.2023, -0.8701], [1.8461, -2.7939, -3.3871], [-1.7251, -4.8212, -0.1370], [2.2110, 3.2947, -2.2362], [-2.5842, -0.8248, 1.9950], [0.2427, -6.0227, -0.7418], [-4.0310, -0.4691, 3.1730], [3.4424, -4.2458, -0.2580], [1.5897, 0.8950, -1.7153], [-1.1687, 5.0069, 2.7305], [-1.5478, -2.3349, -0.8487], [0.5444, -1.9353, -3.5226], [-0.0630, 0.1400, -2.6252], [1.0777, -2.6693, 0.8504], [-1.0683, 2.9647, 1.9007], [2.2605, 1.3417, -5.2175], [-4.2962, 2.5644, 2.3838], [0.1173, 1.4936, -1.4730], [-3.8973, -2.9914, -1.5296], [-0.0710, -6.7794, 0.7577], [1.0738, -1.7674, -2.1629], [1.8433, 3.3694, 0.2407], [1.8143, -3.2497, 2.3995]]
}


[3]
{
  "formula": "C3H7N2O4",
  "method": "wB97M-V/def2-TZVPD",
  "total_charge": 1,
  "de_lowest_ev": 1.753,
  "orbital_gap_ev": 10.7,
  "lumo_energy_ev": -4.1066,
  "e_homo_ev": -14.8,
  "species": ["O", "O", "O", "O", "N", "N", "C", "C", "C", "H", "H", "H", "H", "H", "H", "H"],
  "xyz": [[2.0189, -1.1945, 1.3912], [-0.0753, -1.7992, -0.5005], [2.7721, -0.9530, -0.7170], [-2.3111, -0.9163, 0.0488], [1.9612, 1.5146, -0.1033], [-0.0795, 0.4546, -0.2584], [1.9477, -0.9621, 0.2564], [0.7158, 1.5796, -0.0911], [0.4859, -0.7279, -0.2066], [-1.0601, 0.5559, -0.4241], [-2.0970, -0.8138, 0.9985], [-3.2494, -1.4475, 0.0127], [2.4869, 2.3978, -0.1723], [3.7771, -1.0258, -0.6819], [0.1469, 2.4577, -0.0580], [-1.0290, -1.4447, -0.6445]]
}


[4]
{
  "formula": "C4H13NO2S",
  "method": "wB97M-V/def2-TZVPD",
  "total_charge": 0,
  "de_lowest_ev": 2.930,
  "orbital_gap_ev": 7.7,
  "lumo_energy_ev": -0.7008,
  "e_homo_ev": -8.4,
  "species": ["S", "O", "O", "N", "C", "C", "C", "C", "H", "H", "H", "H", "H", "H", "H", "H", "H", "H", "H", "H", "H"],
  "xyz": [[1.9097, -0.1836, 1.4172], [2.2004, -1.0389, -2.0943], [-3.1168, -1.0384, -0.1540], [-0.7946, -0.0154, -1.5167], [1.3036, 1.3115, 0.5644], [-2.4408, 0.1886, 0.2080], [-0.9308, 0.0457, -0.0749], [-0.2324, 1.3000, 0.5116], [1.7326, 1.2117, -0.4502], [-1.5325, -0.3734, -2.0980], [1.8514, 2.1607, 0.9629], [2.4632, -1.2352, -1.1845], [-2.9319, 0.9205, -0.3526], [0.1970, 0.0773, -1.8180], [-0.4373, 2.2234, -0.0593], [0.2918, -0.0390, 2.4704], [-0.4443, -0.7885, 0.4717], [-3.4436, -1.5280, 0.5989], [-0.6311, 1.4414, 1.5346], [-2.6890, 0.4321, 1.2177], [1.9097, -1.8988, -2.4365]]
}


[5]
{
  "formula": "C4H12O",
  "method": "wB97M-V/def2-TZVPD",
  "total_charge": 0,
  "de_lowest_ev": 1.042,
  "orbital_gap_ev": 11.1,
  "lumo_energy_ev": 0.9803,
  "e_homo_ev": -10.2,
  "species": ["O", "C", "C", "C", "C", "H", "H", "H", "H", "H", "H", "H", "H", "H", "H", "H", "H"],
  "xyz": [[-0.7423, -1.6866, 0.5845], [-1.0011, 1.6548, -0.8766], [-0.1551, -2.7056, 1.3940], [0.3923, 1.1308, -1.1075], [1.4337, 1.7344, -0.2078], [0.8107, 1.2744, -2.1290], [-1.7056, 1.1665, -1.5531], [1.1437, 1.7482, 0.8530], [-1.3690, 1.4451, 0.1331], [1.7358, 2.7645, -0.4536], [-0.3154, -0.8611, 0.3591], [0.9115, -2.7327, 1.1767], [-1.0984, 2.7363, -0.9651], [2.3729, 1.1984, -0.0542], [-0.7877, -3.5554, 1.1413], [-0.3512, -2.4597, 2.4459], [0.3769, 0.0088, -1.0510]]
}


[6]
{
  "formula": "C2H2F4",
  "method": "wB97M-V/def2-TZVPD",
  "total_charge": 0,
  "de_lowest_ev": 1.167,
  "orbital_gap_ev": 14.1,
  "lumo_energy_ev": 0.8851,
  "e_homo_ev": -13.2,
  "species": ["F", "F", "F", "F", "C", "C", "H", "H"],
  "xyz": [[0.3073, -1.1374, 1.1348], [0.8057, -1.1598, -0.9790], [-1.7176, -0.3984, -0.0859], [1.5888, 0.4413, 0.1960], [0.5346, -0.3405, 0.0779], [-0.5509, 0.4292, -0.0963], [-0.7942, 1.2368, 0.7505], [-0.1738, 0.9286, -0.9979]]
}